1.
113
Properties=species:S:1:pos:R:3 method="wB97M-V/def2-TZVPD" lumo_ev=-4.053 total_charge=+1 multiplicity=1 homo_energy_ev=-10.7
C 11.18 -2.45 0.32
O 9.96 -2.62 -0.37
C 9.46 -1.42 -0.95
C 8.60 -1.77 -2.14
C 7.31 -2.53 -1.75
C 6.01 -1.71 -1.88
C 4.87 -2.66 -2.21
C 3.45 -2.08 -2.15
C 2.82 -2.16 -0.75
C 1.48 -2.89 -0.67
N 0.27 -2.08 -0.98
C -0.08 -1.07 -0.17
C -1.26 -0.39 -0.37
C -2.13 -0.76 -1.39
C -3.44 -0.05 -1.53
C -4.14 -0.12 -2.88
O -5.21 0.40 -3.04
C -1.72 -1.81 -2.22
C -0.52 -2.43 -2.00
H 11.22 -1.48 0.82
H 11.26 -3.23 1.08
H 12.02 -2.53 -0.38
H 8.89 -0.88 -0.19
H 10.31 -0.82 -1.29
H 9.21 -2.40 -2.78
H 8.38 -0.86 -2.69
H 7.24 -3.42 -2.37
H 7.44 -2.85 -0.72
H 5.86 -1.20 -0.93
H 6.17 -0.95 -2.65
H 5.04 -3.07 -3.21
H 4.93 -3.48 -1.49
H 3.45 -1.04 -2.48
H 2.84 -2.64 -2.87
H 3.48 -2.75 -0.11
H 2.76 -1.18 -0.29
H 1.34 -3.26 0.34
H 1.46 -3.74 -1.34
H 0.58 -0.83 0.65
H -1.52 0.40 0.32
H -4.14 -0.32 -0.73
H -3.23 1.02 -1.39
H -3.64 -0.63 -3.72
H -2.35 -2.17 -3.02
H -0.19 -3.26 -2.61
C -6.65 1.54 0.43
C -6.91 0.90 1.79
C -7.35 1.89 2.87
O -6.31 2.69 3.40
C -5.98 3.84 2.65
N -5.73 0.13 2.19
H -5.69 2.07 0.41
H -6.61 0.77 -0.34
H -7.43 2.25 0.16
H -7.73 0.19 1.66
H -7.74 1.32 3.72
H -8.17 2.53 2.51
H -6.86 4.28 2.18
H -5.23 3.63 1.87
H -5.55 4.57 3.34
H -5.95 -0.39 3.03
H -5.02 0.81 2.49
C -10.46 -4.33 3.87
C -8.97 -4.05 3.70
C -8.44 -2.91 4.58
O -8.78 -1.61 4.12
C -10.07 -1.16 4.50
N -8.68 -3.85 2.28
H -11.07 -3.59 3.36
H -10.71 -5.30 3.44
H -10.74 -4.34 4.93
H -8.43 -4.95 4.02
H -7.35 -2.95 4.56
H -8.75 -3.04 5.62
H -10.35 -1.53 5.48
H -10.82 -1.45 3.76
H -10.03 -0.07 4.53
H -7.67 -3.78 2.15
H -9.03 -2.93 2.02
C 6.64 2.29 -0.46
C 6.05 1.61 0.77
C 5.78 2.56 1.94
O 6.93 2.96 2.65
C 7.65 4.05 2.10
N 6.92 0.50 1.14
H 7.70 2.51 -0.33
H 6.55 1.64 -1.33
H 6.12 3.23 -0.69
H 5.07 1.19 0.48
H 5.16 2.04 2.67
H 5.21 3.44 1.61
H 6.97 4.78 1.63
H 8.39 3.72 1.36
H 8.17 4.54 2.91
H 6.50 -0.04 1.89
H 7.76 0.90 1.56
C -1.02 3.28 -4.70
C -0.71 2.48 -3.44
C 0.00 3.28 -2.35
O 1.37 3.53 -2.59
C 1.64 4.65 -3.42
N 0.01 1.26 -3.82
H -0.14 3.42 -5.32
H -1.76 2.76 -5.31
H -1.43 4.26 -4.46
H -1.68 2.17 -3.02
H -0.03 2.70 -1.42
H -0.53 4.22 -2.15
H 0.91 5.45 -3.26
H 1.66 4.38 -4.48
H 2.63 5.03 -3.15
H 0.10 0.66 -3.01
H 0.97 1.51 -4.07


2.
134
Properties=species:S:1:pos:R:3 method="wB97M-V/def2-TZVPD" lumo_ev=0.005 total_charge=0 multiplicity=1 homo_energy_ev=-9.7
C 6.21 -0.98 0.79
C 5.31 -2.15 0.39
C 3.85 -1.90 0.78
N 2.94 -3.08 0.52
C 3.46 -4.32 1.19
C 2.86 -3.30 -0.97
C 1.48 -3.86 -1.21
C 0.59 -2.96 -0.33
C 1.49 -2.69 0.89
H 6.48 -1.06 1.84
H 5.79 0.01 0.61
H 7.11 -1.01 0.17
H 5.71 -3.05 0.87
H 5.42 -2.42 -0.66
H 3.38 -1.04 0.30
H 3.84 -1.76 1.86
H 2.68 -5.08 1.15
H 3.73 -4.05 2.20
H 4.35 -4.65 0.67
H 3.69 -3.93 -1.30
H 2.98 -2.32 -1.44
H 1.32 -4.83 -0.72
H 1.22 -3.93 -2.26
H -0.30 -3.45 0.06
H 0.30 -1.99 -0.72
H 1.25 -3.36 1.72
H 1.49 -1.64 1.15
Cl 0.96 0.76 0.12
O 1.02 -0.32 -0.85
O -0.06 0.51 1.11
O 2.25 0.86 0.73
O 0.73 2.02 -0.52
O 1.47 2.46 -5.54
S 0.20 2.36 -4.86
O -0.13 3.22 -3.77
O -0.93 2.46 -5.99
C -2.30 2.16 -5.68
C -3.19 2.50 -6.85
C -0.09 0.61 -4.28
H -2.55 2.82 -4.84
H -2.47 1.13 -5.37
H -2.84 2.05 -7.78
H -3.29 3.58 -6.96
H -4.25 2.25 -6.71
H -1.13 0.55 -3.96
H 0.53 0.50 -3.39
H 0.09 -0.12 -5.06
O 3.85 -1.57 4.62
S 2.79 -0.64 4.32
O 1.67 -0.98 3.45
O 2.13 -0.12 5.70
C 0.96 0.73 5.60
C 0.03 0.33 6.71
C 3.50 0.86 3.64
H 0.48 0.56 4.64
H 1.27 1.78 5.69
H -0.34 -0.69 6.66
H -0.86 0.96 6.68
H 0.55 0.48 7.66
H 3.79 0.56 2.64
H 4.35 1.19 4.24
H 2.71 1.61 3.70
O -3.58 1.61 -2.80
S -3.48 2.40 -1.60
O -2.44 3.37 -1.49
O -4.89 3.21 -1.39
C -6.09 2.45 -1.37
C -7.24 3.22 -1.98
C -3.55 1.28 -0.17
H -6.39 2.21 -0.34
H -5.96 1.48 -1.86
H -8.12 2.58 -1.94
H -7.01 3.50 -3.01
H -7.39 4.18 -1.49
H -2.54 0.91 0.01
H -4.30 0.56 -0.50
H -3.77 1.86 0.72
O -5.08 -2.15 5.92
S -4.31 -1.14 5.24
O -3.49 -0.22 5.95
O -3.36 -1.94 4.17
C -2.31 -1.23 3.52
C -1.89 -2.08 2.34
C -5.33 -0.27 4.03
H -1.51 -1.03 4.23
H -2.60 -0.22 3.19
H -2.52 -1.83 1.48
H -1.92 -3.15 2.49
H -0.89 -1.81 1.97
H -6.18 0.09 4.61
H -5.64 -0.92 3.22
H -4.79 0.61 3.70
O 2.34 3.85 3.58
S 2.56 4.51 2.30
O 1.50 4.58 1.34
O 2.98 6.02 2.62
C 4.10 6.22 3.50
C 3.70 7.06 4.69
C 4.02 3.82 1.51
H 4.88 6.72 2.91
H 4.50 5.29 3.92
H 2.91 6.56 5.24
H 3.43 8.07 4.41
H 4.56 7.22 5.34
H 4.19 4.41 0.61
H 3.82 2.77 1.33
H 4.83 3.97 2.22
O -4.93 -4.43 -1.89
S -5.06 -3.01 -1.62
O -6.23 -2.56 -0.93
O -3.77 -2.50 -0.73
C -2.47 -2.83 -1.25
C -1.71 -1.63 -1.75
C -4.85 -2.05 -3.14
H -2.52 -3.65 -1.97
H -2.01 -3.28 -0.37
H -0.80 -1.86 -2.30
H -1.50 -0.95 -0.92
H -2.36 -1.02 -2.38
H -4.69 -1.02 -2.83
H -5.74 -2.20 -3.74
H -3.94 -2.42 -3.61
C 1.82 -2.36 -3.37
C 2.89 -1.50 -3.58
C 3.34 -1.33 -4.89
C 2.70 -1.92 -5.95
C 1.66 -2.81 -5.74
C 1.22 -3.05 -4.43
H 1.36 -2.51 -2.40
H 3.41 -0.90 -2.85
H 4.18 -0.67 -5.05
H 3.05 -1.81 -6.97
H 1.14 -3.17 -6.62
H 0.49 -3.80 -4.17


3.
128
Properties=species:S:1:pos:R:3 method="wB97M-V/def2-TZVPD" lumo_ev=-9.736 total_charge=+4 relative_energy_kcal_mol=0.0 multiplicity=1 homo_energy_ev=-16.7
K -0.63 -2.29 2.63
K 4.03 -3.43 -0.72
C -3.00 -8.47 -2.48
C -3.03 -6.97 -2.80
C -1.57 -6.45 -2.79
N -1.41 -4.94 -2.94
C -2.05 -4.47 -4.25
C 0.04 -4.45 -2.89
C 0.06 -3.11 -2.20
C -1.41 -2.88 -1.75
C -2.14 -4.20 -1.82
H -3.77 -8.99 -3.05
H -3.14 -8.78 -1.45
H -2.08 -8.96 -2.81
H -3.50 -6.55 -1.91
H -3.54 -6.60 -3.69
H -1.00 -6.88 -3.61
H -1.06 -6.61 -1.84
H -1.96 -3.39 -4.34
H -3.11 -4.64 -4.03
H -1.78 -5.12 -5.07
H 0.47 -4.43 -3.90
H 0.61 -5.27 -2.44
H 0.38 -2.30 -2.85
H 0.70 -3.05 -1.32
H -1.91 -1.98 -2.13
H -1.33 -2.58 -0.69
H -3.21 -4.09 -1.97
H -2.03 -4.76 -0.89
C -1.16 2.94 6.50
C 0.27 2.61 6.03
C 0.47 1.59 4.91
N 1.96 1.39 4.61
C 2.60 2.72 4.26
C 2.31 0.41 3.52
C 3.82 0.14 3.70
C 4.05 0.28 5.20
C 2.75 0.75 5.81
H -1.80 2.06 6.43
H -1.55 3.70 5.82
H -1.27 3.42 7.47
H 0.84 2.24 6.88
H 0.75 3.53 5.72
H 0.14 1.84 3.90
H 0.13 0.58 5.14
H 3.60 2.46 3.93
H 2.72 3.43 5.07
H 2.05 3.24 3.48
H 2.15 0.86 2.54
H 1.74 -0.52 3.59
H 4.47 0.85 3.19
H 4.08 -0.85 3.33
H 4.92 0.94 5.25
H 4.38 -0.63 5.69
H 2.70 1.47 6.62
H 2.09 -0.10 6.00
C 2.62 5.72 -5.24
C 2.59 4.37 -4.46
C 3.51 3.37 -5.18
N 3.39 1.90 -4.70
C 3.52 1.83 -3.14
C 2.15 1.15 -5.13
C 2.60 -0.16 -5.79
C 4.02 0.19 -6.30
C 4.57 1.08 -5.23
H 2.80 5.58 -6.30
H 3.29 6.37 -4.67
H 1.68 6.25 -5.10
H 1.59 3.93 -4.43
H 2.91 4.48 -3.43
H 4.51 3.58 -4.80
H 3.31 3.23 -6.23
H 3.71 0.79 -2.91
H 2.53 2.22 -2.93
H 4.34 2.48 -2.86
H 1.49 0.94 -4.29
H 1.59 1.71 -5.88
H 2.66 -1.00 -5.09
H 2.02 -0.45 -6.66
H 4.63 -0.70 -6.42
H 3.99 0.69 -7.27
H 5.03 0.44 -4.47
H 5.35 1.80 -5.46
C -6.78 -0.77 4.38
C -7.00 0.33 3.33
C -5.75 1.19 3.32
N -5.67 2.31 2.31
C -6.87 3.22 2.62
C -5.77 1.95 0.82
C -5.11 3.14 0.14
C -3.89 3.42 1.02
C -4.38 3.15 2.44
H -7.61 -1.40 4.70
H -6.35 -0.40 5.31
H -6.10 -1.51 3.94
H -7.90 0.92 3.50
H -7.16 -0.11 2.35
H -4.82 0.64 3.17
H -5.62 1.68 4.28
H -6.90 3.65 3.61
H -7.71 2.59 2.36
H -6.88 4.05 1.91
H -6.82 1.85 0.54
H -5.23 1.01 0.79
H -5.85 3.94 0.11
H -4.84 2.95 -0.90
H -3.59 4.45 0.83
H -3.09 2.73 0.78
H -4.67 4.05 2.97
H -3.65 2.61 3.04
N 5.72 -1.66 0.34
S 5.98 -0.20 -0.07
O 7.18 0.07 -0.82
O 5.49 0.86 0.75
F 4.77 -0.22 -1.24
S 7.12 -1.90 1.21
O 7.41 -1.05 2.32
O 8.22 -2.21 0.34
F 6.69 -3.31 1.83
N 0.10 -0.76 0.57
S -0.44 0.69 0.62
O -0.90 1.32 -0.61
O 0.04 1.62 1.61
F -1.88 0.38 1.30
S 1.41 -0.33 -0.40
O 2.39 0.59 0.12
O 1.21 -0.34 -1.83
F 2.25 -1.67 0.07


> Look up the multiplicity of the first one.

1


Repeat the first record exactly.
113
Properties=species:S:1:pos:R:3 method="wB97M-V/def2-TZVPD" lumo_ev=-4.053 total_charge=+1 multiplicity=1 homo_energy_ev=-10.7
C 11.18 -2.45 0.32
O 9.96 -2.62 -0.37
C 9.46 -1.42 -0.95
C 8.60 -1.77 -2.14
C 7.31 -2.53 -1.75
C 6.01 -1.71 -1.88
C 4.87 -2.66 -2.21
C 3.45 -2.08 -2.15
C 2.82 -2.16 -0.75
C 1.48 -2.89 -0.67
N 0.27 -2.08 -0.98
C -0.08 -1.07 -0.17
C -1.26 -0.39 -0.37
C -2.13 -0.76 -1.39
C -3.44 -0.05 -1.53
C -4.14 -0.12 -2.88
O -5.21 0.40 -3.04
C -1.72 -1.81 -2.22
C -0.52 -2.43 -2.00
H 11.22 -1.48 0.82
H 11.26 -3.23 1.08
H 12.02 -2.53 -0.38
H 8.89 -0.88 -0.19
H 10.31 -0.82 -1.29
H 9.21 -2.40 -2.78
H 8.38 -0.86 -2.69
H 7.24 -3.42 -2.37
H 7.44 -2.85 -0.72
H 5.86 -1.20 -0.93
H 6.17 -0.95 -2.65
H 5.04 -3.07 -3.21
H 4.93 -3.48 -1.49
H 3.45 -1.04 -2.48
H 2.84 -2.64 -2.87
H 3.48 -2.75 -0.11
H 2.76 -1.18 -0.29
H 1.34 -3.26 0.34
H 1.46 -3.74 -1.34
H 0.58 -0.83 0.65
H -1.52 0.40 0.32
H -4.14 -0.32 -0.73
H -3.23 1.02 -1.39
H -3.64 -0.63 -3.72
H -2.35 -2.17 -3.02
H -0.19 -3.26 -2.61
C -6.65 1.54 0.43
C -6.91 0.90 1.79
C -7.35 1.89 2.87
O -6.31 2.69 3.40
C -5.98 3.84 2.65
N -5.73 0.13 2.19
H -5.69 2.07 0.41
H -6.61 0.77 -0.34
H -7.43 2.25 0.16
H -7.73 0.19 1.66
H -7.74 1.32 3.72
H -8.17 2.53 2.51
H -6.86 4.28 2.18
H -5.23 3.63 1.87
H -5.55 4.57 3.34
H -5.95 -0.39 3.03
H -5.02 0.81 2.49
C -10.46 -4.33 3.87
C -8.97 -4.05 3.70
C -8.44 -2.91 4.58
O -8.78 -1.61 4.12
C -10.07 -1.16 4.50
N -8.68 -3.85 2.28
H -11.07 -3.59 3.36
H -10.71 -5.30 3.44
H -10.74 -4.34 4.93
H -8.43 -4.95 4.02
H -7.35 -2.95 4.56
H -8.75 -3.04 5.62
H -10.35 -1.53 5.48
H -10.82 -1.45 3.76
H -10.03 -0.07 4.53
H -7.67 -3.78 2.15
H -9.03 -2.93 2.02
C 6.64 2.29 -0.46
C 6.05 1.61 0.77
C 5.78 2.56 1.94
O 6.93 2.96 2.65
C 7.65 4.05 2.10
N 6.92 0.50 1.14
H 7.70 2.51 -0.33
H 6.55 1.64 -1.33
H 6.12 3.23 -0.69
H 5.07 1.19 0.48
H 5.16 2.04 2.67
H 5.21 3.44 1.61
H 6.97 4.78 1.63
H 8.39 3.72 1.36
H 8.17 4.54 2.91
H 6.50 -0.04 1.89
H 7.76 0.90 1.56
C -1.02 3.28 -4.70
C -0.71 2.48 -3.44
C 0.00 3.28 -2.35
O 1.37 3.53 -2.59
C 1.64 4.65 -3.42
N 0.01 1.26 -3.82
H -0.14 3.42 -5.32
H -1.76 2.76 -5.31
H -1.43 4.26 -4.46
H -1.68 2.17 -3.02
H -0.03 2.70 -1.42
H -0.53 4.22 -2.15
H 0.91 5.45 -3.26
H 1.66 4.38 -4.48
H 2.63 5.03 -3.15
H 0.10 0.66 -3.01
H 0.97 1.51 -4.07


> Which value of multiplicity does entry 2 give?

1